[1]
C18H15F6NO7S2Sr | ωB97M-V/def2-TZVPD

ORCA input file:
```
! wB97M-V def2-TZVPD RIJCOSX def2/J DEFGRID3
* xyz 0 1
Sr 0.062 0.246 -1.547
F -2.841 -3.366 -4.305
C -1.716 -3.707 -3.690
F -1.965 -4.675 -2.814
F -0.836 -4.134 -4.585
S -1.037 -2.258 -2.779
O -2.064 -1.840 -1.864
O 0.214 -2.677 -2.198
N -0.842 -1.089 -3.819
S 0.494 -0.842 -4.653
O 1.397 -0.100 -3.790
O 0.988 -1.920 -5.438
C -0.165 0.410 -5.834
F -0.652 1.458 -5.171
F -1.121 -0.116 -6.585
F 0.834 0.815 -6.609
C 1.807 4.496 -0.290
C 0.895 3.299 -0.166
O 0.978 2.433 -1.049
C -0.020 3.202 0.953
C 0.116 4.095 2.038
C -0.713 4.049 3.128
C -1.747 3.100 3.145
C -1.928 2.228 2.105
C -1.071 2.224 0.969
O -1.269 1.377 0.025
H 2.269 4.479 -1.273
H 2.594 4.441 0.465
H 1.271 5.432 -0.143
H 0.912 4.827 2.017
H -0.580 4.732 3.956
H -2.420 3.059 3.994
H -2.740 1.511 2.113
C 3.089 -1.891 1.425
C 1.692 -1.350 1.325
O 1.423 -0.531 0.456
C 0.651 -1.811 2.273
C -0.612 -1.217 2.230
C -1.602 -1.641 3.099
C -1.342 -2.656 4.009
C -0.088 -3.250 4.058
C 0.908 -2.826 3.195
H 3.722 -1.373 0.710
H 3.088 -2.959 1.198
H 3.484 -1.770 2.434
H -0.813 -0.419 1.527
H -2.579 -1.177 3.065
H -2.120 -2.987 4.685
H 0.112 -4.041 4.768
H 1.882 -3.294 3.237
*
```

Summary:
- E (eV) = -73546.357
- HOMO (eV) = -7.9
- relative energy (zero: lowest compared OMol25 entry of this formula, charge and spin) (kJ/mol) = 0.00
- maximum force (eV/A) = 0.87
- frontier orbital gap (eV) = 7.3887

[2]
C18H15FN2O3S | ωB97M-V/def2-TZVPD

ORCA input file:
```
! wB97M-V def2-TZVPD RIJCOSX def2/J DEFGRID3
* xyz 0 1
C 0.060 -0.337 -7.201
C 0.328 -0.144 -5.754
C 0.970 0.911 -5.153
C 1.063 0.799 -3.766
C 0.488 -0.357 -3.269
C 0.342 -0.903 -1.981
C 0.727 -0.509 -0.725
C 1.440 0.713 -0.370
O 1.767 1.610 -1.119
N 1.757 0.821 0.972
C 1.462 -0.041 2.001
O 1.819 0.180 3.132
N 0.750 -1.162 1.632
C 0.341 -1.453 0.342
O -0.306 -2.459 0.129
C 0.293 -2.043 2.698
H 0.383 -3.073 2.348
H 0.946 -1.871 3.555
C -1.168 -1.734 3.062
C -1.313 -0.270 3.362
C -1.038 0.225 4.631
C -1.079 1.582 4.887
C -1.394 2.444 3.853
C -1.676 1.984 2.581
C -1.633 0.622 2.345
H -1.854 0.248 1.355
H -1.919 2.684 1.796
F -1.430 3.773 4.092
H -0.862 1.977 5.867
H -0.780 -0.459 5.425
H -1.441 -2.337 3.928
H -1.804 -2.016 2.222
H 2.262 1.659 1.239
H -0.185 -1.856 -1.970
S -0.179 -1.306 -4.594
H 1.528 1.528 -3.129
H 1.363 1.744 -5.709
H -1.011 -0.412 -7.386
H 0.460 0.497 -7.772
H 0.519 -1.260 -7.555
*
```

Summary:
- E (eV) = -41586.611
- HOMO (eV) = -8.7
- structure (SMILES) = Cc1ccc(/C=C2\C(=O)NC(=O)N(CCc3ccc(F)cc3)C2=O)s1
- maximum force (eV/A) = 0.94
- frontier orbital gap (eV) = 7.6932

[3]
C18H15LiN5OSSe2 | ωB97M-V/def2-TZVPD

ORCA input file:
```
! wB97M-V def2-TZVPD RIJCOSX def2/J DEFGRID3
* xyz -1 1
Li -0.091 -0.384 0.414
N -2.832 1.244 3.675
C -1.877 0.932 2.707
S -1.184 -0.651 2.791
N -1.648 1.894 1.861
N -0.761 1.564 0.841
C -0.438 2.578 0.127
C 0.437 2.579 -1.036
C 0.696 3.821 -1.627
C 1.504 3.968 -2.737
C 2.077 2.814 -3.285
C 1.844 1.576 -2.737
C 1.016 1.386 -1.586
O 0.817 0.223 -1.107
H -2.729 0.707 4.519
H -2.949 2.238 3.803
H -0.862 3.546 0.409
H 0.234 4.698 -1.181
H 1.686 4.944 -3.169
H 2.716 2.895 -4.159
H 2.286 0.682 -3.164
Se -0.813 -4.036 0.519
Se 1.045 -3.669 -0.788
C 2.116 -2.594 0.407
C 3.457 -2.928 0.552
C 4.234 -2.139 1.384
C 3.639 -1.084 2.058
C 2.288 -0.849 1.856
N 1.546 -1.579 1.026
C -2.023 -2.746 -0.253
C -3.330 -3.149 -0.489
C -4.210 -2.214 -1.009
C -3.745 -0.943 -1.302
C -2.415 -0.649 -1.041
N -1.574 -1.533 -0.503
H 3.868 -3.786 0.038
H 5.286 -2.359 1.519
H 4.206 -0.452 2.728
H 1.760 -0.049 2.365
H -3.640 -4.163 -0.280
H -5.243 -2.481 -1.195
H -4.395 -0.185 -1.715
H -1.997 0.331 -1.239
*
```

Summary:
- E (eV) = -170144.224
- HOMO (eV) = -3.5
- relative energy (zero: lowest compared OMol25 entry of this formula, charge and spin) (kJ/mol) = 0.00
- maximum force (eV/A) = 0.18
- frontier orbital gap (eV) = 5.8686

[4]
C18H15N3O | ωB97M-V/def2-TZVPD

ORCA input file:
```
! wB97M-V def2-TZVPD RIJCOSX def2/J DEFGRID3
* xyz 0 1
N -2.843 2.952 -2.051
C -2.499 2.224 -1.197
N -1.162 0.123 -0.730
O -0.822 0.502 1.567
C -0.515 -0.201 0.359
C -5.539 2.643 1.063
C -1.785 1.306 -0.302
C -1.669 1.426 1.114
C -4.548 2.435 1.918
C 5.125 -0.686 -0.540
C 1.543 -3.386 -2.585
C 4.227 -0.168 0.428
C 0.688 -2.985 -1.529
C 4.709 -1.626 -1.481
C 2.915 -2.871 -2.578
C 2.962 -0.695 0.518
C 1.099 -2.018 -0.514
C 3.380 -1.985 -1.558
C 2.445 -1.569 -0.524
N -2.172 2.367 2.033
C 0.108 -1.560 0.500
C -3.260 3.289 1.843
H -5.358 3.387 0.253
H -6.456 2.171 1.052
H -4.824 1.768 2.766
H 6.143 -0.442 -0.484
H 1.188 -3.976 -3.422
H 4.508 0.507 1.176
H -0.319 -3.284 -1.471
H 5.474 -1.878 -2.136
H 3.512 -3.179 -3.398
H 2.414 -0.332 1.395
H -1.879 2.030 2.997
H 0.452 -1.863 1.444
H -0.773 -2.207 0.555
H -3.166 3.725 0.902
H -3.305 4.058 2.617
*
```

Summary:
- E (eV) = -25424.032
- HOMO (eV) = -8.0
- structure (SMILES) = C=CCNc1oc(Cc2cccc3ccccc23)nc1C#N
- relative energy (zero: lowest compared OMol25 entry of this formula, charge and spin) (kJ/mol) = 330.45
- maximum force (eV/A) = 4.52
- frontier orbital gap (eV) = 8.2480

[5]
C18H15N3S | ωB97M-V/def2-TZVPD

ORCA input file:
```
! wB97M-V def2-TZVPD RIJCOSX def2/J DEFGRID3
* xyz 0 1
N -0.526 -0.522 3.102
N -1.163 -1.152 2.103
S 1.494 0.887 4.264
C 0.612 0.132 2.970
C -0.860 -1.036 0.874
C 2.800 1.068 3.032
C 2.468 0.654 1.766
C -3.264 -3.282 -1.802
C 0.226 3.283 -1.847
C -3.560 -3.246 -0.528
C -2.140 -2.613 -2.355
C 1.161 2.269 -2.025
C -0.686 3.150 -0.843
C -2.849 -2.435 0.327
C -1.276 -1.923 -1.461
C 1.206 1.097 -1.336
C -0.718 1.956 -0.011
C -1.716 -1.769 -0.137
C 0.223 0.944 -0.310
N 1.205 0.061 1.691
C 3.488 0.813 0.725
C 0.392 -0.339 0.539
H 3.758 1.445 3.293
H -3.904 -3.868 -2.479
H 0.248 4.241 -2.370
H -4.464 -3.658 -0.252
H -2.022 -2.788 -3.484
H 1.935 2.471 -2.794
H -1.442 3.902 -0.697
H -3.138 -2.441 1.390
H -0.498 -1.434 -1.866
H 1.992 0.421 -1.597
H -1.390 2.009 0.897
H 3.443 0.120 -0.023
H 3.534 1.841 0.337
H 4.515 0.779 1.022
H 0.915 -1.037 -0.116
*
```

Summary:
- E (eV) = -34211.446
- HOMO (eV) = -7.2
- structure (SMILES) = CC1=CSC2=NN=C(c3ccccc3)[C@@H](c3ccccc3)N12
- maximum force (eV/A) = 5.28
- frontier orbital gap (eV) = 7.5377

[6]
C18H15NO4S2 | ωB97M-V/def2-TZVPD

ORCA input file:
```
! wB97M-V def2-TZVPD RIJCOSX def2/J DEFGRID3
* xyz 0 1
O -0.254 -0.207 -5.507
O -1.878 1.142 -0.204
O 1.484 -1.913 0.894
O 0.239 2.277 -2.028
S -3.230 -0.410 2.071
S -0.782 -2.545 3.142
C -0.085 -0.235 -4.288
C -1.093 0.400 0.378
C 0.531 -1.137 0.917
C 0.273 1.116 -2.415
C -1.576 -0.477 1.430
C -0.614 -1.387 1.804
C 3.072 3.240 1.466
C 3.577 2.119 0.799
C 1.698 3.333 1.627
C 2.721 1.100 0.371
C 0.837 2.350 1.246
C 1.328 1.189 0.579
N 0.146 0.957 -3.740
C -3.355 -1.714 3.395
C -2.576 -2.988 2.955
C -0.190 -1.527 -3.530
C 0.388 0.097 0.036
C -0.387 -1.299 -2.004
C 0.573 -0.145 -1.500
H 3.729 4.068 1.793
H 4.643 2.073 0.553
H 1.338 4.250 2.099
H 3.147 0.278 -0.189
H -0.255 2.540 1.387
H -0.079 1.772 -4.297
H -2.929 -1.393 4.377
H -4.411 -1.959 3.557
H -2.761 -3.213 1.889
H -2.858 -3.846 3.550
H -1.036 -2.105 -3.915
H 0.684 -2.136 -3.732
H -0.227 -2.234 -1.458
H -1.436 -1.039 -1.813
H 1.608 -0.394 -1.693
*
```

Summary:
- E (eV) = -50259.763
- HOMO (eV) = -8.9
- structure (SMILES) = O=C1CC[C@H](C2(c3ccccc3)C(=O)C3=C(SCCS3)C2=O)C(=O)N1
- relative energy (zero: lowest compared OMol25 entry of this formula, charge and spin) (kJ/mol) = 49.29
- maximum force (eV/A) = 4.40
- frontier orbital gap (eV) = 7.8920